(1)
7 unconnected molecules or ions with the total composition C27H51F9NO18S at a distorted geometry, computed with ωB97M-V/def2-TZVPD.

ΔE to the lowest compared entry with this formula, charge and spin: 0.0 kcal per mole
Kohn-Sham gap: 8.94 eV
E_tot: -102456.4355 eV
2S+1: 1
HOMO level: -12.2 eV
total charge: +1

Structure (XYZ):
```
107
Properties=species:S:1:pos:R:3:forces:R:3
F -2.882 0.687 4.474 0.54 0.22 -0.95
C -2.151 1.319 3.508 0.15 0.65 0.53
F -2.176 2.663 3.825 -0.21 -0.67 -0.07
C -0.682 0.890 3.527 0.04 -0.02 0.20
C 0.250 1.884 2.833 0.25 -0.14 -0.19
C 1.761 1.629 2.961 -0.33 0.80 0.51
C 2.303 1.402 4.386 0.91 -0.12 -0.05
C 2.981 0.033 4.551 -0.60 0.11 -0.61
C 2.074 -1.051 3.963 0.48 0.26 0.36
C 2.009 -0.876 2.449 0.19 -0.87 0.41
N 2.232 0.556 2.016 -0.51 -0.46 -0.26
C -2.884 1.251 2.127 -0.87 0.72 0.49
F -2.313 2.193 1.339 -0.23 -0.86 0.09
F -4.187 1.585 2.285 1.19 -0.27 -0.08
S -2.841 -0.440 1.262 -1.50 -0.22 -1.37
F -3.236 0.270 -0.112 0.23 -0.11 0.34
F -1.292 -0.210 0.896 0.22 0.04 0.44
F -2.482 -1.204 2.606 0.28 0.20 -0.13
F -4.381 -0.700 1.530 0.62 -0.09 0.14
F -2.743 -1.826 0.496 0.01 0.61 0.25
H -0.555 -0.097 3.100 -0.20 -0.09 0.04
H -0.428 0.799 4.584 -0.08 0.12 0.05
H 0.109 2.893 3.216 -0.14 -0.05 0.12
H 0.019 1.950 1.766 -0.06 0.03 -0.01
H 2.208 2.556 2.601 0.11 -0.17 -0.32
H 3.080 2.145 4.569 -0.17 0.17 0.07
H 1.540 1.572 5.141 -0.20 -0.12 -0.06
H 3.899 0.039 3.957 0.27 -0.04 0.33
H 3.227 -0.144 5.592 0.08 -0.07 0.03
H 1.102 -1.000 4.449 -0.15 -0.08 -0.12
H 2.497 -2.033 4.163 -0.14 -0.09 -0.02
H 1.087 -1.280 2.040 -0.14 0.42 -0.15
H 2.808 -1.463 1.998 0.01 0.15 -0.17
H 3.220 0.660 1.798 0.10 0.18 0.17
H 1.747 0.687 1.128 0.04 0.09 -0.08
C 4.474 4.550 -0.847 0.19 0.06 0.02
O 3.185 4.531 -0.212 0.13 -0.13 0.15
C 2.177 4.242 -1.033 0.06 0.33 0.00
O 2.281 3.996 -2.203 -0.24 -0.15 0.10
O 1.051 4.292 -0.324 -0.16 -0.15 0.19
C -0.157 3.967 -1.026 -0.13 -0.09 0.01
H 5.191 4.799 -0.071 -0.08 0.02 0.07
H 4.710 3.574 -1.267 -0.05 0.02 -0.08
H 4.504 5.308 -1.625 -0.04 -0.05 -0.06
H -0.129 2.933 -1.370 0.04 0.03 -0.11
H -0.330 4.632 -1.869 0.16 0.01 -0.03
H -0.957 4.086 -0.302 0.03 0.04 0.04
C 0.769 -2.481 -0.545 -0.19 -0.02 0.02
O 2.181 -2.626 -0.400 -0.03 0.23 0.08
C 2.669 -3.750 -0.955 0.15 -0.13 0.12
O 2.012 -4.606 -1.472 -0.14 0.01 -0.09
O 3.984 -3.744 -0.797 0.07 0.08 0.03
C 4.647 -4.898 -1.340 0.21 -0.14 -0.06
H 0.500 -1.557 -0.040 0.06 0.06 -0.05
H 0.491 -2.406 -1.594 -0.01 -0.10 -0.01
H 0.241 -3.308 -0.071 0.00 -0.07 -0.10
H 4.479 -4.962 -2.413 -0.09 -0.02 0.01
H 4.297 -5.803 -0.849 -0.08 0.01 -0.04
H 5.705 -4.760 -1.143 -0.02 0.10 0.05
C 2.865 3.020 -4.830 0.03 -0.10 -0.11
O 3.865 3.003 -5.855 0.01 -0.14 0.10
C 3.482 3.570 -6.997 0.13 0.00 -0.06
O 2.407 4.062 -7.211 -0.16 0.05 -0.02
O 4.496 3.502 -7.857 0.05 -0.02 -0.02
C 4.224 4.085 -9.135 0.07 0.03 -0.18
H 3.307 2.543 -3.965 0.13 -0.01 -0.02
H 2.598 4.039 -4.582 -0.08 0.06 -0.03
H 1.982 2.464 -5.144 -0.01 0.08 -0.06
H 4.001 5.145 -9.033 -0.08 -0.01 0.03
H 3.396 3.575 -9.622 -0.06 0.04 0.05
H 5.127 3.958 -9.724 0.05 -0.05 0.08
C -3.066 -4.619 0.334 -0.03 -0.10 -0.13
O -3.879 -5.720 0.734 -0.02 0.05 -0.02
C -3.184 -6.769 1.176 -0.12 -0.05 0.02
O -1.985 -6.826 1.259 0.17 0.02 0.02
O -4.040 -7.725 1.508 -0.05 -0.03 0.01
C -3.430 -8.922 2.003 -0.02 -0.20 0.07
H -3.746 -3.849 -0.003 -0.18 -0.04 0.00
H -2.477 -4.257 1.174 0.07 -0.04 0.01
H -2.411 -4.910 -0.487 0.08 0.00 0.06
H -2.862 -8.717 2.908 0.07 0.04 -0.04
H -2.784 -9.364 1.247 0.06 0.06 0.01
H -4.243 -9.604 2.231 -0.07 0.07 -0.03
C -6.614 6.648 7.291 -0.07 0.10 0.16
O -6.854 5.641 6.304 -0.07 -0.01 0.05
C -5.875 5.494 5.420 -0.09 -0.03 0.04
O -4.845 6.114 5.391 0.14 0.06 0.00
O -6.227 4.534 4.564 -0.03 -0.07 -0.07
C -5.255 4.281 3.551 -0.05 -0.02 -0.17
H -7.487 6.655 7.936 -0.05 -0.08 -0.06
H -5.730 6.407 7.878 0.06 0.03 -0.06
H -6.498 7.624 6.824 0.08 -0.01 -0.03
H -4.318 3.959 3.994 0.08 0.07 0.03
H -5.097 5.170 2.942 0.07 0.03 0.06
H -5.658 3.489 2.929 -0.14 -0.01 0.07
C 0.541 -2.816 -7.836 0.02 0.10 -0.18
O 1.135 -3.408 -6.677 0.07 0.09 0.00
C 0.329 -4.243 -6.028 0.09 -0.06 -0.02
O -0.802 -4.508 -6.334 -0.15 0.00 -0.01
O 0.990 -4.741 -4.984 0.03 0.07 0.08
C 0.225 -5.675 -4.220 0.02 -0.28 0.24
H 1.297 -2.171 -8.267 0.12 0.03 0.04
H 0.262 -3.581 -8.557 -0.08 -0.02 0.05
H -0.332 -2.225 -7.564 -0.05 -0.07 0.01
H -0.054 -6.526 -4.839 -0.11 0.04 -0.02
H -0.665 -5.202 -3.810 -0.06 0.00 -0.10
H 0.859 -6.010 -3.406 0.12 0.12 -0.04
```
Positions in Å, forces in eV/Å.



(2)
C7H9N3 in the gas phase at a distorted geometry, computed with ωB97M-V/def2-TZVPD.

ΔE to the lowest compared entry with this formula, charge and spin: 177.6 kcal per mole
SMILES: C/N=N/Nc1ccccc1
Kohn-Sham gap: 9.28 eV
E_tot: -11867.7907 eV
2S+1: 1
HOMO level: -8.2 eV

Structure (XYZ):
```
19
Properties=species:S:1:pos:R:3:forces:R:3
C -1.874 3.337 -1.261 -1.07 2.59 2.16
C 0.548 -0.479 0.030 0.46 2.87 -2.53
C -0.563 -1.041 0.676 4.57 0.08 -0.77
C -0.415 -2.154 1.384 9.98 -0.79 -1.67
C 0.978 -2.819 1.471 -5.10 -0.76 1.19
C 1.960 -2.097 0.847 -14.66 2.86 0.62
C 1.813 -1.046 0.048 1.39 2.87 -1.15
H -1.385 4.341 -0.664 -1.67 -2.39 -2.04
H -2.665 2.927 -0.471 1.67 0.52 -1.75
H -2.478 3.664 -2.256 2.01 -0.90 2.27
H 0.976 0.841 -1.864 -1.87 -0.19 4.48
H -1.433 -0.587 0.695 -4.15 2.31 -0.41
H -1.202 -2.565 1.680 -6.36 -3.75 3.16
H 1.052 -3.966 1.994 0.16 3.81 -1.50
H 2.712 -2.458 0.909 16.91 -7.61 1.21
H 2.893 -0.709 -0.365 -3.26 0.03 0.42
N -0.685 2.490 -1.407 -0.86 2.21 -2.73
N -0.672 1.531 -0.693 -0.26 -2.28 2.32
N 0.440 0.789 -0.752 2.11 -1.47 -3.29
```
Positions in Å, forces in eV/Å.



(3)
C4H6ClN in the gas phase at a distorted geometry, computed with ωB97M-V/def2-TZVPD.

ΔE to the lowest compared entry with this formula, charge and spin: 61.5 kcal per mole
SMILES: CC(C)=C=NCl
Kohn-Sham gap: 9.21 eV
E_tot: -18254.7745 eV
2S+1: 1
HOMO level: -8.6 eV

Structure (XYZ):
```
12
Properties=species:S:1:pos:R:3:forces:R:3
C 0.831 0.024 -0.058 2.82 1.00 -0.10
C 2.097 0.390 0.305 0.75 -0.97 -0.50
C 0.319 -1.280 0.440 0.01 0.67 1.73
C -0.094 0.922 -0.871 0.92 2.66 1.79
N 3.261 0.571 0.780 -4.17 0.57 0.35
Cl 4.691 -0.050 0.176 0.47 -0.46 -0.95
H -0.078 -1.098 1.474 0.12 -0.57 -0.81
H 1.032 -2.097 0.448 0.12 0.05 0.04
H -0.474 -1.483 -0.221 -1.20 -0.85 -0.53
H 0.579 1.812 -1.100 -1.19 -0.95 -0.45
H -0.844 1.383 -0.158 0.61 -0.59 -0.54
H -0.706 0.592 -1.712 0.75 -0.57 -0.03
```
Positions in Å, forces in eV/Å.



(4)
C2H2N4O2 in the gas phase at a distorted geometry, computed with ωB97M-V/def2-TZVPD.

ΔE to the lowest compared entry with this formula, charge and spin: 143.4 kcal per mole
SMILES: O=[N+]([O-])c1nc[nH]n1
Kohn-Sham gap: 9.43 eV
E_tot: -12156.5309 eV
2S+1: 1
HOMO level: -10.6 eV

Structure (XYZ):
```
10
Properties=species:S:1:pos:R:3:forces:R:3
C -0.587 -0.138 0.002 3.10 2.14 1.13
C 1.370 0.733 -0.056 0.79 -0.82 1.99
H 2.371 1.241 0.115 -1.77 -0.18 -0.59
H 2.210 -1.247 0.028 1.84 -1.39 0.05
N -2.035 -0.100 0.011 -1.13 5.57 -1.26
N 0.134 1.168 0.152 0.70 -3.86 -1.77
N 1.443 -0.683 -0.110 -2.11 4.20 -0.22
N 0.236 -1.171 -0.036 -2.72 -0.39 -0.35
O -2.360 1.244 -0.153 0.13 -6.44 0.87
O -2.782 -1.047 0.047 1.18 1.17 0.15
```
Positions in Å, forces in eV/Å.



(5)
A molecular structure, C18H35IN4O7P2S at a distorted geometry, computed with ωB97M-V/def2-TZVPD.

Kohn-Sham gap: 7.30 eV
E_tot: -77037.6349 eV
2S+1: 1
HOMO level: -8.5 eV

Structure (XYZ):
```
68
Properties=species:S:1:pos:R:3:forces:R:3
O -0.472 6.107 2.656 0.08 0.23 0.18
P 0.626 6.535 1.752 -1.36 -0.85 -0.14
C 0.737 5.393 0.310 0.51 1.75 1.21
C 0.562 4.073 0.552 -0.33 -0.79 -0.98
O 0.354 3.590 1.806 0.16 -0.53 -0.07
C 0.618 3.132 -0.549 -0.20 0.09 0.52
C 0.869 3.546 -1.806 1.11 -0.04 -1.85
P 0.959 2.217 -3.109 -1.20 -0.52 -0.46
O 1.244 2.912 -4.581 0.86 -0.09 1.35
I 3.087 1.083 -2.528 0.03 0.33 0.01
C 1.076 4.933 -2.110 -0.25 0.40 1.66
N 1.342 5.510 -3.262 0.20 0.31 -0.58
S 1.475 7.103 -3.000 -0.14 -0.72 0.46
N 1.206 7.122 -1.407 0.08 0.83 0.24
C 0.999 5.888 -0.999 0.01 -1.43 -1.27
H 1.889 6.560 2.384 0.03 0.24 -0.40
H 0.352 7.797 1.174 0.65 -0.12 0.00
H -0.575 3.675 2.062 0.15 0.39 0.12
H 0.462 2.061 -0.397 0.04 0.28 0.35
H 2.134 3.300 -4.549 -0.28 0.37 -0.49
C -3.532 -2.060 1.333 0.12 -0.14 -0.07
O -3.636 -2.709 0.077 -0.14 0.20 0.23
C -4.842 -2.414 -0.619 0.03 -0.32 -0.34
C -4.556 -1.586 -1.858 0.17 0.15 0.23
N -4.133 -0.237 -1.501 -0.02 -0.07 -0.18
C -3.612 0.540 -2.625 0.03 0.04 0.31
C -2.326 0.051 -3.290 -0.02 0.33 -0.27
O -1.179 0.136 -2.465 -0.29 -0.48 0.14
C -0.964 -0.982 -1.614 0.15 0.28 0.10
H -2.652 -2.453 1.838 0.03 0.02 -0.08
H -3.403 -0.979 1.212 -0.09 0.03 0.12
H -4.412 -2.259 1.952 -0.03 0.08 -0.01
H -5.575 -1.922 0.026 0.11 0.11 0.04
H -5.269 -3.372 -0.933 -0.03 0.02 0.00
H -5.461 -1.530 -2.470 0.02 0.03 -0.01
H -3.784 -2.111 -2.435 -0.12 -0.16 -0.06
H -3.410 -0.296 -0.796 -0.03 -0.02 0.03
H -3.426 1.549 -2.246 0.03 0.03 -0.10
H -4.396 0.628 -3.384 0.02 -0.06 -0.02
H -2.130 0.719 -4.135 0.03 0.00 0.02
H -2.426 -0.954 -3.717 0.00 -0.08 0.15
H -1.324 -1.914 -2.055 -0.08 0.01 0.03
H -1.431 -0.826 -0.638 -0.05 -0.22 0.03
H 0.111 -1.071 -1.447 0.00 0.02 -0.08
C 3.870 -5.138 1.277 -0.14 0.00 0.15
O 3.704 -4.473 2.516 0.13 -0.02 -0.30
C 4.481 -3.285 2.636 -0.05 0.10 0.45
C 3.589 -2.059 2.658 -0.12 -0.18 -0.26
N 2.977 -1.828 1.354 -0.03 0.10 0.17
C 1.925 -0.814 1.362 0.08 -0.20 -0.22
C 0.664 -1.110 2.172 -0.13 0.38 -0.11
O -0.115 -2.177 1.658 0.13 -0.03 0.20
C 0.267 -3.471 2.096 -0.20 -0.02 -0.23
H 3.351 -6.094 1.341 -0.01 0.03 0.06
H 3.432 -4.563 0.455 0.13 -0.02 -0.10
H 4.927 -5.329 1.070 0.00 0.02 -0.07
H 5.236 -3.212 1.848 -0.12 -0.02 -0.11
H 5.008 -3.348 3.592 0.02 0.02 -0.02
H 4.185 -1.185 2.934 -0.03 0.02 -0.01
H 2.830 -2.217 3.436 0.13 0.02 0.17
H 2.577 -2.696 1.021 0.04 -0.01 -0.02
H 1.625 -0.670 0.320 -0.05 0.09 0.03
H 2.354 0.135 1.700 -0.02 -0.02 0.07
H 0.027 -0.222 2.106 -0.01 -0.02 -0.01
H 0.870 -1.253 3.238 0.07 -0.16 -0.02
H 0.682 -3.459 3.106 0.08 0.03 -0.03
H 0.982 -3.920 1.402 0.11 -0.08 0.14
H -0.625 -4.100 2.096 -0.03 0.06 0.00
```
Positions in Å, forces in eV/Å.



(6)
A molecular structure, C20H32BI2MgN10 at a distorted geometry, computed with ωB97M-V/def2-TZVPD.

ΔE to the lowest compared entry with this formula, charge and spin: 0.0 kcal per mole
Kohn-Sham gap (spin up / spin down): 7.77 / 4.82 eV
E_tot: -58472.7939 eV
2S+1: 2
⟨S²⟩: 0.757
HOMO level (spin up / spin down): -14.2 / -14.2 eV
total charge: +2

Structure (XYZ):
```
66
Properties=species:S:1:pos:R:3:forces:R:3
Mg 0.960 0.136 -1.049 0.14 -0.01 -0.30
C 3.026 1.381 1.729 -0.31 0.02 -0.34
C 1.987 0.320 1.990 -0.22 0.04 -0.38
C 1.690 -0.349 3.190 -0.54 -0.20 -0.89
C 0.723 -1.283 2.850 0.35 0.32 0.20
N 0.448 -1.163 1.534 0.31 0.20 0.35
N 1.210 -0.162 0.998 0.63 0.00 0.59
B -0.430 -1.841 0.500 -0.68 -0.41 0.57
N -1.450 -0.830 -0.062 -0.50 1.28 -0.53
C -2.667 -0.421 0.420 1.25 -0.11 -0.81
C -3.141 0.583 -0.409 0.19 -1.15 0.64
C -2.162 0.749 -1.381 0.18 0.72 -0.12
C -2.158 1.663 -2.561 0.43 -0.64 -0.81
N -1.122 -0.031 -1.138 0.10 -1.09 0.32
N 0.400 -2.542 -0.586 0.02 0.64 0.25
C 0.688 -3.843 -0.650 0.14 -0.67 0.09
C 1.579 -4.063 -1.688 -0.50 -0.34 0.59
C 1.822 -2.804 -2.206 -0.32 1.36 0.61
C 2.622 -2.431 -3.387 1.03 0.52 0.23
N 1.134 -1.858 -1.509 0.36 -1.06 -0.71
N -1.367 -2.956 1.102 0.26 -0.10 1.53
C -2.454 -3.510 0.402 0.09 0.19 -0.65
C -3.073 -4.398 1.212 -0.22 0.05 -1.32
C -2.346 -4.377 2.374 -0.73 -0.53 1.77
C -2.613 -5.209 3.562 0.21 -0.21 -0.27
N -1.296 -3.433 2.322 -0.36 -0.01 -1.68
H 3.833 1.281 2.446 0.01 0.13 0.17
H 3.489 1.239 0.741 -0.20 0.01 0.17
H 2.618 2.408 1.766 0.13 -0.62 0.13
H 2.079 -0.171 4.169 0.26 0.02 0.22
H 0.254 -2.014 3.489 -0.07 0.05 -0.22
H -3.025 -0.880 1.315 -0.50 -0.01 0.26
H -4.088 1.047 -0.343 -0.64 0.45 0.03
H -2.338 1.028 -3.464 0.05 0.65 0.53
H -2.938 2.416 -2.496 0.04 0.05 -0.01
H -1.164 2.138 -2.703 -0.68 -0.18 0.07
H 0.280 -4.498 0.110 0.09 -0.17 -0.39
H 1.977 -5.008 -2.025 0.00 0.11 0.06
H 2.033 -2.684 -4.249 0.06 -0.12 -0.67
H 2.844 -1.352 -3.405 -0.26 -0.37 -0.02
H 3.605 -2.937 -3.403 -0.62 0.00 -0.11
H -2.675 -3.207 -0.616 0.16 -0.02 0.20
H -3.901 -5.019 0.941 -0.25 -0.13 0.16
H -3.631 -5.594 3.727 0.24 0.34 -0.73
H -1.963 -6.087 3.439 0.08 -0.05 0.31
H -2.337 -4.687 4.448 0.54 0.28 0.76
I 3.911 1.413 -2.611 0.04 0.02 -0.13
I 6.131 0.025 -2.887 0.15 -0.14 0.01
C 1.393 4.766 0.435 -1.70 -0.59 -0.01
C 0.052 4.164 -0.155 0.81 -0.16 0.08
C -1.099 4.373 0.831 0.27 0.09 0.30
C -0.362 4.869 -1.477 1.10 0.34 -0.25
N 0.240 2.672 -0.254 -0.75 0.42 0.10
N 1.074 2.197 -1.311 -1.13 0.44 -0.73
H 1.154 5.737 0.839 0.06 0.51 -0.05
H 2.151 4.882 -0.321 0.43 -0.07 -0.22
H 1.733 4.176 1.296 -0.03 0.00 -0.42
H -1.161 5.445 1.018 -0.13 -0.04 0.14
H -0.959 3.859 1.787 0.21 0.08 -0.15
H -2.065 4.063 0.439 -0.05 -0.12 -0.25
H -0.471 5.939 -1.233 0.05 -0.36 -0.21
H -1.316 4.540 -1.881 -0.13 -0.21 0.17
H 0.386 4.831 -2.320 -0.48 -0.07 0.89
H -0.669 2.241 -0.420 0.13 0.24 0.20
H 2.018 2.333 -1.035 1.05 0.71 0.35
H 0.898 2.728 -2.182 0.35 -0.32 0.35
```
Positions in Å, forces in eV/Å.



Repeat the fourth record exactly.
C2H2N4O2 in the gas phase at a distorted geometry, computed with ωB97M-V/def2-TZVPD.

ΔE to the lowest compared entry with this formula, charge and spin: 143.4 kcal per mole
SMILES: O=[N+]([O-])c1nc[nH]n1
Kohn-Sham gap: 9.43 eV
E_tot: -12156.5309 eV
2S+1: 1
HOMO level: -10.6 eV

Structure (XYZ):
```
10
Properties=species:S:1:pos:R:3:forces:R:3
C -0.587 -0.138 0.002 3.10 2.14 1.13
C 1.370 0.733 -0.056 0.79 -0.82 1.99
H 2.371 1.241 0.115 -1.77 -0.18 -0.59
H 2.210 -1.247 0.028 1.84 -1.39 0.05
N -2.035 -0.100 0.011 -1.13 5.57 -1.26
N 0.134 1.168 0.152 0.70 -3.86 -1.77
N 1.443 -0.683 -0.110 -2.11 4.20 -0.22
N 0.236 -1.171 -0.036 -2.72 -0.39 -0.35
O -2.360 1.244 -0.153 0.13 -6.44 0.87
O -2.782 -1.047 0.047 1.18 1.17 0.15
```
Positions in Å, forces in eV/Å.



> What is the 2S+1 in the third record?

1